Entry 1:
{
  "formula": "C8H11N4O",
  "method": "the ωB97M-V functional and the def2-TZVPD basis",
  "symbols": ["C", "C", "C", "C", "C", "C", "C", "C", "N", "N", "N", "N", "O", "H", "H", "H", "H", "H", "H", "H", "H", "H", "H", "H"],
  "coordinates": [[-3.26933, -1.07436, -0.04374], [-1.98582, -1.50065, -0.00763], [-3.42199, 0.34649, -0.15412], [-0.90754, -0.59440, -0.04775], [-1.15291, 0.73259, -0.02671], [-0.12173, 1.74526, 0.03228], [0.53293, -1.16498, 0.00418], [2.84555, -0.05155, -0.06434], [-2.40119, 1.14234, -0.19041], [1.13277, 1.42300, 0.23892], [-0.50405, 2.98615, -0.28687], [1.53001, 0.13048, 0.47519], [0.83711, -1.63614, -1.26210], [-4.09180, -1.74584, 0.09484], [-1.60668, -2.53284, 0.03300], [-4.35611, 0.76382, -0.06810], [0.70626, -1.86699, 0.91101], [2.73930, -0.47168, -1.00944], [3.20158, 0.94591, 0.04920], [3.42356, -0.78578, 0.60257], [-1.44471, 3.16519, -0.41623], [0.16842, 3.65781, -0.23068], [1.46033, 0.02164, 1.45022], [0.18726, -1.30031, -1.86992]],
  "atomic_forces_ev_per_a": [[-0.032, 1.438, 0.156], [2.172, -1.011, -0.427], [1.482, -2.841, 0.453], [1.422, -1.540, 1.421], [-1.177, -0.476, -0.834], [1.291, -0.625, -0.551], [-0.957, 1.184, 0.527], [1.771, -1.180, 2.960], [-0.403, 2.033, 0.473], [-1.048, 3.161, -0.934], [1.006, -2.924, 0.739], [-3.525, -2.732, -0.949], [1.078, -0.343, 1.960], [-0.368, -0.109, -0.162], [-1.023, 0.146, 0.079], [-2.145, 1.048, -0.331], [-0.071, 0.690, -2.044], [0.218, -0.186, -1.848], [1.237, 0.401, -0.661], [-0.774, 1.079, -1.000], [-2.057, 0.447, -0.225], [1.834, 2.423, 0.028], [0.528, -0.382, 1.770], [-0.457, 0.301, -0.598]],
  "lumo_energy_ev": -3.786,
  "smiles": "C[N@H+]1N=C(N)c2ncccc2[C@H]1O",
  "orbital_gap_ev": 9.70,
  "energy_ha": -605.4087,
  "e_above_lowest_kj_mol": 91.4,
  "charge": 1
}

---

Entry 2:
{
  "formula": "C8H11NO",
  "method": "the ωB97M-V functional and the def2-TZVPD basis",
  "symbols": ["C", "C", "C", "C", "C", "C", "C", "C", "H", "H", "H", "H", "H", "H", "H", "H", "H", "H", "H", "N", "O"],
  "coordinates": [[-0.01918, 2.63596, 0.81840], [0.98985, 1.51947, 0.05145], [0.48678, 0.12930, 0.25941], [1.26277, -0.78655, 0.91686], [0.94675, -2.13750, 0.33514], [-0.26051, -2.36995, -0.25507], [-1.11763, -1.25500, -0.52013], [-2.42612, -1.31335, -1.24989], [-1.11196, 2.55470, 0.44318], [0.20314, 2.75509, 2.01887], [0.70374, 3.48972, 0.40379], [0.80264, 1.68455, -1.09480], [2.76520, 2.45187, 0.81119], [2.11824, -0.26633, 1.57390], [1.45399, -3.19989, 0.53124], [-0.48577, -3.43341, -0.80014], [-2.28192, -2.34664, -1.71379], [-3.23060, -1.12037, -0.46150], [-2.56454, -0.40277, -2.13660], [-0.60016, -0.06630, -0.39263], [2.36525, 1.47743, 0.46111]],
  "atomic_forces_ev_per_a": [[4.104, 0.658, -0.013], [-1.722, 0.852, 0.561], [2.331, 1.353, 0.889], [0.900, -2.073, -0.653], [1.553, -1.093, 3.480], [-1.771, -1.320, -2.477], [1.018, -0.218, -1.196], [-0.175, 0.798, -1.366], [2.186, 0.402, 0.750], [-1.028, -0.929, -2.999], [-2.661, -0.586, 0.747], [0.785, 0.126, 2.001], [-2.055, -3.860, -1.677], [-1.738, -2.336, -1.744], [-0.214, 2.950, -0.156], [0.462, 2.693, 1.755], [-1.710, 1.270, 0.322], [0.621, -0.878, -1.429], [0.691, -2.816, 2.709], [-2.567, 0.096, -0.648], [0.991, 4.909, 1.146]],
  "lumo_energy_ev": 0.742,
  "smiles": "Cc1cccc([C@@H](C)O)n1",
  "orbital_gap_ev": 9.48,
  "energy_ha": -441.2673,
  "e_above_lowest_kj_mol": 473.4,
  "charge": 0
}

---

Question: Which of these has the lowest charge?
Answer: C8H11NO